The following is a DFT calculation (ωB97M-V/def2-TZVPD) of a cluster of 6 separate species, C19H55BIO22P5 in total at a distorted geometry.

```
103
Properties=species:S:1:pos:R:3:forces:R:3:mulliken_charge:R:1
O 2.41955 -8.85730 4.22525 0.225 0.212 -0.175 -0.42
O 1.14612 -8.19200 4.15159 -0.313 -0.236 0.092 -0.07
C 1.34518 -6.82694 4.53200 0.580 -0.274 0.306 0.07
B 0.30646 -6.27000 5.57127 -0.322 0.174 -0.395 0.09
C -1.21491 -6.63283 5.66205 0.333 -0.535 0.765 -0.72
C -1.61839 -8.13471 5.60517 -0.508 0.431 -0.260 -0.31
C -2.46312 -8.47944 4.36862 0.271 -0.461 0.277 -0.43
I -1.58812 -9.94701 3.06110 -0.050 0.073 -0.052 -0.04
H 2.17127 -9.71233 4.59946 -0.204 0.032 0.011 0.30
H 2.34056 -6.74354 4.97240 0.087 -0.061 -0.040 0.36
H 1.38044 -6.22544 3.61650 -0.179 0.335 0.222 -0.19
H 0.72996 -5.45233 6.33457 0.016 0.141 -0.153 -0.10
H -1.77921 -6.06029 4.91992 0.098 0.080 -0.128 0.32
H -1.55691 -6.25106 6.62538 -0.143 0.162 -0.043 0.25
H -0.77698 -8.80945 5.72402 0.137 0.037 -0.126 0.38
H -2.27194 -8.31118 6.45909 0.046 -0.098 0.098 0.33
H -2.67908 -7.61964 3.74968 -0.053 0.025 -0.071 -0.25
H -3.38721 -8.95243 4.67523 -0.174 0.069 -0.178 0.46
C 1.99129 -1.42564 -1.01874 -0.079 0.232 -0.270 -0.65
O 2.21285 -2.75962 -0.50593 -0.600 -1.858 -0.256 -0.31
P 2.08883 -2.94305 1.06096 1.822 2.959 2.358 0.80
O 1.14707 -2.00127 1.66026 -0.385 -0.189 -0.145 -0.75
O 3.63021 -2.59024 1.45809 -0.186 -0.206 -0.248 -0.36
C 4.72616 -2.73736 0.55687 0.025 0.150 0.145 -0.70
O 1.99692 -4.30514 1.87898 -0.706 -1.026 -1.874 -0.01
C 2.69152 -5.47839 1.41873 0.189 0.009 -0.107 -0.59
H 2.31857 -1.43401 -2.05428 0.059 -0.100 0.029 0.26
H 0.93770 -1.16786 -0.97783 -0.010 -0.027 0.159 0.32
H 2.57708 -0.69988 -0.45977 -0.042 0.003 0.059 0.33
H 4.99329 -1.76332 0.14464 0.012 -0.013 -0.049 0.27
H 4.50435 -3.41796 -0.26301 -0.002 -0.006 -0.017 0.34
H 5.57239 -3.12353 1.12383 -0.007 0.017 0.025 0.27
H 3.76752 -5.36596 1.55883 -0.013 0.071 0.023 0.26
H 2.47584 -5.67857 0.36885 0.000 0.021 -0.009 0.29
H 2.34373 -6.31938 2.00661 0.008 -0.025 -0.010 0.23
C 0.54476 3.47246 -3.99290 -0.206 -0.052 -0.371 -0.66
O 1.71614 4.13075 -3.47875 1.895 0.896 -0.682 -0.33
P 2.55973 3.31092 -2.40248 -2.887 -1.836 3.541 1.01
O 2.42386 1.86909 -2.60996 0.340 -0.119 -0.474 -0.66
O 1.70018 3.81219 -1.10002 0.107 0.053 -0.299 -0.29
C 0.99807 5.05164 -1.04350 -0.071 -0.176 0.122 -0.72
O 3.97474 3.56952 -1.72712 0.650 1.244 -2.236 -0.30
C 4.43901 4.92513 -1.53288 -0.063 0.121 0.237 -0.57
H -0.02225 4.22153 -4.54098 0.103 0.107 0.062 0.25
H 0.82908 2.67656 -4.67547 0.017 -0.111 0.126 0.28
H -0.06760 3.08060 -3.18334 0.096 -0.078 0.042 0.32
H -0.06559 4.87951 -1.21878 -0.014 0.047 -0.026 0.27
H 1.36288 5.77312 -1.77189 0.002 0.023 -0.003 0.35
H 1.12882 5.46036 -0.04228 0.003 -0.018 0.010 0.25
H 3.86236 5.41112 -0.74647 0.007 -0.015 0.011 0.24
H 4.36878 5.50268 -2.45440 0.007 -0.017 -0.015 0.30
H 5.47904 4.87775 -1.22819 -0.005 -0.114 0.017 0.25
C 6.31182 9.80100 2.24517 0.285 0.121 -0.020 -0.65
O 5.55899 8.91962 3.09626 0.288 -1.619 1.476 -0.35
P 4.53451 7.94854 2.35468 -2.765 2.346 -3.202 1.04
O 4.98541 7.64160 0.99825 0.420 -0.362 0.073 -0.69
O 3.28047 9.00505 2.35159 0.243 -0.122 0.179 -0.31
C 3.11452 10.03776 3.32128 -0.074 0.012 -0.215 -0.75
O 3.65696 6.71329 2.84628 1.881 -0.335 1.757 -0.21
C 3.18581 6.64120 4.20617 -0.191 0.033 0.008 -0.66
H 6.78787 10.52106 2.90642 -0.059 -0.040 0.065 0.23
H 7.07249 9.25158 1.69805 -0.089 -0.074 -0.063 0.27
H 5.64939 10.31588 1.55148 -0.021 -0.064 -0.035 0.33
H 3.44096 10.99101 2.90219 0.018 0.031 0.049 0.27
H 3.67180 9.84656 4.23620 0.006 0.007 0.022 0.35
H 2.05314 10.10355 3.55649 -0.010 0.003 -0.030 0.28
H 2.40261 7.38221 4.37056 0.017 0.021 -0.043 0.28
H 3.99626 6.79412 4.91820 0.019 -0.006 -0.012 0.30
H 2.77598 5.64679 4.35220 0.006 -0.019 -0.087 0.25
C -8.35062 -5.84129 0.98274 -0.232 -0.025 -0.182 -0.66
O -6.91975 -5.86824 0.83624 1.428 -0.712 -1.092 -0.32
P -6.10366 -6.32011 2.12211 -1.264 1.548 3.890 0.85
O -6.86919 -7.23645 2.96333 -0.006 -0.386 -0.310 -0.76
O -5.96238 -4.85997 2.83310 0.024 -0.107 -0.429 -0.34
C -6.00590 -3.62592 2.11601 -0.039 0.001 0.198 -0.72
O -4.56995 -6.72563 2.21657 -0.023 -0.259 -2.392 0.05
C -3.64009 -6.05212 1.33371 0.047 0.071 0.111 -0.78
H -8.73179 -5.31979 0.10808 0.085 0.023 -0.008 0.24
H -8.75242 -6.85003 1.00943 0.071 -0.034 0.114 0.27
H -8.63055 -5.30282 1.88630 0.024 -0.049 0.047 0.33
H -6.99410 -3.17598 2.22305 -0.007 0.021 -0.039 0.27
H -5.78782 -3.75012 1.05706 -0.001 0.004 -0.018 0.35
H -5.26687 -2.95899 2.55707 -0.005 -0.006 0.025 0.28
H -3.50394 -5.01855 1.65373 -0.019 -0.009 0.028 0.32
H -3.99842 -6.07763 0.30474 0.038 -0.003 -0.016 0.36
H -2.68878 -6.57429 1.38579 -0.052 -0.096 0.089 0.25
C -5.37422 3.83045 -7.89584 -0.366 -0.049 0.034 -0.60
O -4.18927 3.34121 -8.54406 1.763 -0.931 -2.283 -0.39
P -2.90888 3.09613 -7.59533 -1.598 1.775 6.326 1.11
O -3.55541 2.74005 -6.31286 -0.143 0.176 -0.043 -0.72
O -2.26574 4.57816 -7.61795 0.195 -0.372 -1.072 -0.24
C -2.31638 5.42292 -8.77649 -0.033 0.159 0.131 -0.75
O -1.52865 2.28627 -7.29619 -0.143 -0.741 -3.363 -0.27
C -0.52136 2.16371 -8.32582 0.154 0.165 0.132 -0.74
H -6.04391 4.13335 -8.69909 0.115 -0.019 -0.080 0.24
H -5.84047 3.04888 -7.30542 0.126 -0.010 0.095 0.25
H -5.13912 4.68500 -7.26481 0.043 -0.053 0.057 0.31
H -3.10920 6.15977 -8.65144 -0.027 -0.010 -0.029 0.28
H -2.49599 4.86354 -9.69235 -0.023 -0.012 0.000 0.35
H -1.36153 5.93924 -8.85301 0.014 -0.019 0.043 0.29
H -0.05903 3.13352 -8.52117 -0.019 0.007 0.010 0.31
H -0.93914 1.76408 -9.24966 0.019 -0.052 0.007 0.34
H 0.23452 1.47499 -7.96004 -0.031 0.001 0.072 0.25
```
Positions in Å, forces in eV/Å.

The value obtained for the total energy is -120862.2131 eV. The frontier orbital gap comes out at 8.4 eV. Its SMILES is COP(=O)(OC)OC.COP(=O)(OC)OC.COP(=O)(OC)OC.COP(=O)(OC)OC.COP(=O)(OC)OC.OOCBCCCI. The molar mass is 928.21 Da. As for the maximum force: 6.76 eV/A.